C9H9N3O2 | ωB97M-V/def2-TZVPD

Output
⟨S²⟩   2.022
ΔE to the lowest compared entry with this formula, charge and spin   1.357 eV
Orbital gap (alpha / beta)   0.2801 / 0.2491 Eh
E_tot   -662.907539 Eh
Spin multiplicity   3
Highest occupied orbital energy (alpha / beta)   -7.1774 / -9.4794 eV
Net charge   0

Last column: Mulliken charge in e.
Positions of all 23 atoms, in Å:
H: -4.063107 1.364186 0.051446  0.332
H: 4.272217 -1.920721 -0.539487  0.354
O: -0.323877 1.560280 1.796929  -0.642
C: 3.358603 -1.324081 -0.378097  -0.412
C: -0.222116 1.011015 0.138963  0.459
H: 2.317176 -3.043941 -0.088274  0.470
N: -1.558283 0.844961 -0.207144  -0.095
C: -3.828716 0.336652 -0.427442  -1.170
H: 4.010150 0.860863 -0.687030  0.401
H: 0.125659 -2.024702 0.635167  0.544
C: -2.438251 -0.175699 -0.231178  0.720
C: 3.282530 0.128232 -0.389654  -0.567
C: 1.987293 0.663033 -0.220574  0.002
H: -2.034099 1.796506 -0.202257  0.230
N: 0.435693 2.201964 -0.237184  -0.285
H: -0.402717 0.643389 2.273651  0.312
H: -3.949777 0.280154 -1.434293  0.300
N: 1.643061 2.053759 -0.263062  -0.355
C: 0.912799 -1.466892 0.256017  -0.612
H: -4.410020 -0.391438 0.136048  0.348
C: 0.791574 -0.077948 0.024457  0.801
O: -2.076016 -1.282805 0.030685  -0.576
C: 2.170220 -2.036762 -0.037686  -0.560

Forces on the atoms, in the same order (eV/Å):
H 0.694 -1.616 -1.123
H -0.494 0.741 -0.042
O -0.203 -3.989 -0.107
C -1.293 2.274 0.579
C -0.902 -0.309 3.748
H -0.161 -2.782 0.404
N -0.379 4.777 -1.038
C -0.262 0.309 3.811
H 0.736 -0.322 0.143
H -1.399 -1.050 0.218
C 1.019 1.377 1.544
C -1.438 -1.935 -0.372
C 0.652 0.025 -0.318
H 1.019 -1.785 -0.080
N -1.426 -0.063 -1.842
H 0.148 2.540 -0.944
H -1.247 0.147 -2.962
N 1.813 -1.456 0.204
C 2.098 1.889 -1.276
H -0.541 0.009 -0.500
C 1.490 0.410 0.339
O -0.336 -2.077 -0.195
C 0.412 2.886 -0.192

=====

C9H9N4 | ωB97M-V/def2-TZVPD

Output
ΔE to the lowest compared entry with this formula, charge and spin   1.867 eV
Orbital gap (alpha / beta)   0.1824 / 0.1824 Eh
E_tot   -566.994477 Eh
Spin multiplicity   1
Highest occupied orbital energy (alpha / beta)   -11.4772 / -11.4772 eV
Net charge   +1

Last column: Mulliken charge in e.
Positions of all 22 atoms, in Å:
N: 2.924982 0.814138 0.051731  0.086
H: -1.840536 -1.746003 1.183981  0.400
C: 4.223386 0.452211 0.212624  -0.294
C: -3.947434 -1.152549 0.405335  -0.455
C: -0.766669 0.592334 -0.095306  0.371
H: -5.228208 0.376737 -0.482389  0.504
H: 2.451281 1.755334 0.209699  0.278
H: 5.009138 1.157712 0.631067  0.342
H: 0.074647 0.221691 0.544767  0.343
H: 2.546392 -2.212014 -0.421655  0.189
H: -3.169284 1.718155 -0.779961  0.244
N: 0.310846 2.583731 -1.119678  -0.347
N: 2.933407 -1.287534 -0.260047  0.039
N: -3.191439 0.783371 -0.385066  -0.037
C: -2.062527 0.108031 0.082555  0.087
C: 2.138056 -0.220922 -0.153116  -0.649
H: -4.473752 -2.006221 0.847546  0.381
C: 4.216908 -0.952661 -0.023253  -0.388
C: -2.535572 -1.159542 0.541230  -0.367
C: -0.310986 1.735590 -0.633751  0.185
C: -4.297460 0.076458 -0.209881  -0.339
H: 4.994823 -1.638051 -0.146423  0.426

Forces on the atoms, in the same order (eV/Å):
N -1.219 2.363 1.032
H -1.007 -0.167 -0.995
C 2.197 -1.809 0.428
C 2.773 -1.307 0.818
C -2.000 -2.859 3.941
H -2.448 1.164 -0.703
H 1.589 -1.766 -0.333
H -1.085 -1.260 -1.065
H -0.582 -0.820 -0.992
H 0.463 0.381 0.031
H -0.018 -0.222 -0.035
N -0.611 -0.212 0.360
N -0.745 -0.061 0.089
N -0.432 0.778 -0.864
C 1.290 0.717 -1.425
C -3.030 -0.661 -0.842
H -0.549 0.818 -0.709
C 0.871 3.509 0.522
C -0.710 0.858 1.622
C 1.257 3.016 -2.236
C 2.873 -1.763 1.185
H 1.122 -0.697 0.173

=====

C9H9N4P | ωB97M-V/def2-TZVPD

Output
ΔE to the lowest compared entry with this formula, charge and spin   0.990 eV
Orbital gap   0.3173 Eh
SMILES string   P/N=C\n1nnc2ccccc21.C#C
E_tot   -908.551637 Eh
Spin multiplicity   1
Highest occupied orbital energy   -8.6676 eV
Net charge   0

Last column: Mulliken charge in e.
Positions of all 23 atoms, in Å:
H: -0.308828 -2.123109 2.237592  0.379
H: -3.211150 1.515095 -0.411609  0.019
C: -2.222006 -1.219457 1.277844  -0.509
C: 0.810634 0.086286 -0.392917  0.721
H: 3.663584 -1.640309 -0.007684  0.422
H: -3.163311 -0.984415 1.078581  0.473
C: 1.187715 1.289284 0.268265  0.665
N: 0.130778 2.173223 0.202706  -0.985
H: 1.451127 -2.128064 -0.709094  0.231
N: -0.521911 0.381773 -0.792105  0.627
P: -3.227848 1.415059 -1.785830  0.025
H: 2.655029 2.220073 1.615761  0.420
H: -4.553031 1.137227 -1.815272  0.029
C: -1.389298 -0.469674 -1.428394  0.195
C: 2.951865 -0.850949 0.106290  -0.732
C: 2.418645 1.376142 0.973392  -0.788
H: 4.228613 0.308497 1.271777  0.282
C: 1.676177 -1.037243 -0.412972  -0.458
C: 3.216024 0.379884 0.830978  -0.325
C: -1.237804 -1.737874 1.753775  -0.309
H: -1.127204 -1.558729 -1.643745  0.238
N: -2.556174 -0.132627 -1.834841  -0.437
N: -0.871626 1.599906 -0.382497  -0.182

Forces on the atoms, in the same order (eV/Å):
H -1.423 0.590 -0.903
H -0.275 0.589 0.709
C 4.115 -2.045 1.920
C -0.688 1.177 0.674
H 0.410 -0.177 0.341
H -3.352 1.201 -1.145
C -0.674 -1.090 -0.491
N -0.570 -0.501 0.121
H -0.166 2.174 -0.049
N 3.122 -1.503 0.862
P 1.162 1.015 -0.070
H -0.120 -0.001 -0.278
H -1.432 -0.800 -0.312
C -2.769 -1.284 -1.764
C -2.291 1.725 0.096
C -3.321 3.598 0.041
H -0.697 0.697 0.084
C 0.409 -1.801 -0.293
C 5.047 -5.501 -0.761
C 0.624 0.193 0.310
H 0.470 1.742 0.695
N 1.180 -1.055 0.032
N 1.239 1.057 0.182

=====

C9H9O2P | ωB97M-V/def2-TZVPD

Output
ΔE to the lowest compared entry with this formula, charge and spin   0.057 eV
Orbital gap   0.3188 Eh
SMILES string   CO[P@@]1(=O)C=Cc2ccccc21
E_tot   -840.162010 Eh
Spin multiplicity   1
Highest occupied orbital energy   -8.8620 eV
Net charge   0

Last column: Mulliken charge in e.
Positions of all 21 atoms, in Å:
C: -2.993890 0.670564 -0.429439  -0.593
C: -2.623992 -0.553381 -1.000793  -0.150
C: -2.180489 1.267980 0.451436  -0.542
C: -1.429792 -1.227567 -0.710887  -0.510
O: 1.847086 -2.036074 1.219058  -0.697
H: -2.452164 2.144675 0.971082  0.393
H: 3.828569 0.230263 -1.601807  0.230
H: -0.246898 2.329247 1.922634  0.351
H: -1.231727 -2.251280 -1.231222  0.311
H: 1.979821 0.956763 2.531621  0.344
C: 3.128629 -0.640298 -1.306812  -0.651
C: 0.068798 1.341877 1.574288  -0.498
H: -4.061998 1.098197 -0.496598  0.246
H: -3.274242 -1.112833 -1.792235  0.223
P: 1.326642 -0.732296 0.713556  0.707
H: 2.805022 -1.169152 -2.240242  0.230
H: 3.724389 -1.118829 -0.507974  0.318
C: -0.958140 0.701966 0.739393  0.748
O: 2.048610 -0.082220 -0.606103  -0.249
C: 1.261164 0.671079 1.683056  -0.407
C: -0.565399 -0.488682 0.117987  0.196

Forces on the atoms, in the same order (eV/Å):
C -3.281 -0.815 -0.960
C -1.308 -1.821 -1.985
C 1.365 0.213 1.103
C 0.473 0.227 -0.527
O -0.428 1.422 -0.568
H -0.439 1.009 0.390
H -1.289 -1.140 0.089
H 0.702 -0.352 0.628
H -0.046 2.136 1.253
H -0.766 -0.388 -1.870
C 1.975 1.366 0.103
C 0.929 -0.919 -0.476
H 1.856 -0.836 -0.540
H 0.785 1.381 1.725
P -1.448 -1.836 -2.636
H 0.460 -0.003 1.175
H -0.074 -0.983 -1.183
C 0.858 -0.664 -1.133
O -1.232 -0.067 0.618
C -0.916 3.313 3.793
C 1.825 -1.243 1.002

=====

CAgBF4O3 | ωB97M-V/def2-TZVPD

Output
ΔE to the lowest compared entry with this formula, charge and spin   0.000 eV
Orbital gap   0.1793 Eh
E_tot   -835.350567 Eh
Spin multiplicity   1
Highest occupied orbital energy   0.6384 eV
Net charge   -2

Last column: Mulliken charge in e.
Positions of all 10 atoms, in Å:
B: 1.157200 -0.069786 -1.804340  0.726
C: -1.581515 -0.273090 2.005405  0.872
F: 1.281442 1.298776 -1.458390  -0.448
O: -1.881819 0.763085 1.285054  -0.798
Ag: 0.452324 1.328071 0.923890  0.485
F: 1.714840 -0.304878 -3.081336  -0.412
F: 1.872487 -0.858966 -0.887144  -0.406
F: -0.211137 -0.379324 -1.782498  -0.395
O: -2.361504 -0.636297 2.980109  -0.844
O: -0.442318 -0.867592 1.819250  -0.778

Forces on the atoms, in the same order (eV/Å):
B -0.516 -1.082 0.009
C -0.324 -0.501 2.339
F 0.378 0.651 0.208
O 0.537 1.115 -0.509
Ag -1.501 -1.579 -0.084
F -0.062 0.313 -0.204
F 0.033 0.294 0.068
F 0.492 0.010 -0.285
O 0.441 0.104 -1.337
O 0.523 0.675 -0.205

=====

CAlF3LiNO4S3 | ωB97M-V/def2-TZVPD

Output
Orbital gap (alpha / beta)   0.2033 / 0.2041 Eh
E_tot   -2137.877237 Eh
Spin multiplicity   1
Highest occupied orbital energy (alpha / beta)   -8.8783 / -8.9157 eV
Net charge   0

Last column: Mulliken charge in e.
Positions of all 14 atoms, in Å:
F: 2.972293 -1.025646 2.367368  -0.174
S: -2.354058 -0.018171 0.564883  0.272
Li: -0.524949 -1.570010 -0.882854  0.916
C: 2.711590 0.111795 1.734913  0.488
N: 0.796415 1.485025 0.447515  -0.269
O: -0.843785 -0.065765 -2.526572  -0.599
S: 0.960461 0.163280 1.122134  0.918
Al: -0.461804 1.257264 -0.806383  0.685
O: 0.983418 -1.142083 0.369344  -0.694
O: -0.054109 -0.016805 2.302910  -0.604
F: 2.948046 1.125358 2.558397  -0.197
F: 3.482327 0.211898 0.652455  -0.215
O: -1.986839 -1.544842 0.406997  -0.478
S: -2.545567 -0.214848 -2.434950  -0.049

Forces on the atoms, in the same order (eV/Å):
F -0.092 0.163 -0.188
S 1.247 -2.791 -3.229
Li 0.125 -0.369 0.106
C -0.445 0.176 0.158
N -0.513 1.410 -2.776
O 0.089 1.765 3.116
S -3.049 -4.094 5.115
Al -0.854 -2.916 -0.401
O -0.384 1.788 -0.825
O 3.303 0.888 -3.168
F 0.131 0.063 -0.070
F 0.257 0.019 0.179
O -0.418 3.180 0.629
S 0.602 0.717 1.355

=====

CAlF3MgNO3S3 | ωB97M-V/def2-TZVPD

Output
ΔE to the lowest compared entry with this formula, charge and spin   0.538 eV
Orbital gap (alpha / beta)   0.2067 / 0.1864 Eh
E_tot   -2254.855045 Eh
Spin multiplicity   1
Highest occupied orbital energy (alpha / beta)   -12.4025 / -11.9729 eV
Net charge   +1

Last column: Mulliken charge in e.
Positions of all 13 atoms, in Å:
C: 2.176518 0.112787 -1.888494  0.639
F: 2.723962 1.299574 -1.662013  -0.178
Mg: 0.119485 -0.891021 1.976732  0.887
S: 0.634510 -0.021757 -0.837485  0.716
Al: -1.428161 -1.807223 -0.022836  0.371
O: -1.172552 1.734185 -0.706444  -0.387
F: 3.063796 -0.829820 -1.632501  -0.186
F: 1.809682 0.039177 -3.159528  -0.200
S: -2.264172 1.155775 0.793906  0.160
O: -0.112402 -2.695604 1.061863  -0.446
O: 1.271744 -0.001575 0.572407  -0.545
S: 0.832675 -2.804484 -0.311675  0.258
N: 0.042759 -1.521384 -1.165166  -0.089

Forces on the atoms, in the same order (eV/Å):
C 0.661 -0.017 -0.458
F -0.336 -0.172 0.226
Mg 0.648 0.616 -0.552
S 0.942 1.460 -0.261
Al -1.668 0.269 0.171
O -4.422 -1.684 5.665
F 0.002 -0.271 0.192
F -0.250 -0.077 0.190
S 4.400 0.935 -5.312
O -0.912 1.235 0.289
O -0.901 -0.628 0.206
S 1.488 -0.971 -0.985
N 0.347 -0.695 0.629

=====

CAlO3Sn2 | ωB97M-V/def2-TZVPD

Output
ΔE to the lowest compared entry with this formula, charge and spin   7.654 eV
Orbital gap   0.2254 Eh
E_tot   -931.137408 Eh
Spin multiplicity   1
Highest occupied orbital energy   -29.9351 eV
Net charge   +5

Last column: Mulliken charge in e.
Positions of all 7 atoms, in Å:
Sn: 2.956967 8.115943 4.107709  1.674
O: 1.947654 9.568366 1.849248  0.159
O: 4.701500 3.794077 3.071853  -0.228
C: 2.032822 3.241540 2.675833  0.943
Al: 5.056369 6.330983 5.756070  1.003
O: 2.757118 5.291231 4.345414  -0.373
Sn: 4.979301 2.375047 5.498694  1.822

Forces on the atoms, in the same order (eV/Å):
Sn -1.535 1.456 -1.561
O 0.212 -0.307 0.522
O -2.243 -0.175 1.467
C 1.232 1.308 0.323
Al 1.034 0.160 0.835
O 0.796 -1.263 -1.076
Sn 0.504 -1.179 -0.510

=====

CBr2F2N2 | ωB97M-V/def2-TZVPD

Output
Orbital gap   0.3333 Eh
E_tot   -5495.151081 Eh
Spin multiplicity   1
Highest occupied orbital energy   -9.9877 eV
Net charge   0

Last column: Mulliken charge in e.
Positions of all 7 atoms, in Å:
F: -1.667539 0.288749 -1.243739  -0.126
F: -0.627291 -0.953688 1.193501  -0.163
N: -0.436451 0.331868 -0.743956  -0.115
Br: 2.540070 -1.220892 -0.476708  0.051
C: -0.123222 -0.183429 0.306375  0.606
Br: 2.168535 1.732329 0.223173  0.058
N: 1.725078 -0.006676 0.736300  -0.310

Forces on the atoms, in the same order (eV/Å):
F -1.662 -0.513 -0.017
F -0.635 -0.267 0.405
N 1.521 1.532 -1.333
Br -0.060 -0.065 0.112
C 4.590 -0.477 1.775
Br 0.074 0.286 0.031
N -3.828 -0.496 -0.974

=====

CBr3O3S | ωB97M-V/def2-TZVPD

Output
ΔE to the lowest compared entry with this formula, charge and spin   3.542 eV
Orbital gap (alpha / beta)   0.1602 / 0.1874 Eh
E_tot   -8384.011350 Eh
Spin multiplicity   1
Highest occupied orbital energy (alpha / beta)   -3.0370 / -3.4154 eV
Net charge   -1

Last column: Mulliken charge in e.
Positions of all 8 atoms, in Å:
C: 1.635623 0.419875 -0.228910  -0.183
S: -2.127771 -0.252306 0.402736  0.864
Br: 1.449472 -1.570528 -0.398830  -0.226
Br: 2.861020 0.918310 1.337930  -0.266
O: -0.829600 0.189721 0.818398  -0.192
O: -2.272448 -1.513653 -0.317608  -0.421
Br: 2.403265 1.078947 -1.806807  -0.166
O: -3.119561 0.729635 0.193094  -0.410

Forces on the atoms, in the same order (eV/Å):
C -1.207 -0.186 1.435
S 1.791 -1.541 -2.176
Br 0.553 0.032 0.109
Br -0.108 -0.418 -0.405
O -0.234 -0.389 0.754
O -0.032 1.132 1.334
Br 0.829 0.455 -1.259
O -1.592 0.915 0.208